1.
11
Properties=species:S:1:pos:R:3:forces:R:3:nbo_charge:R:1 method="wB97M-V/def2-TZVPD" lumo_energy_ev=-0.054 relative_energy_ev=3.6195 total_energy_ha=-248.14202 smiles=CCC#CC#N mol_weight_g_mol=79.1
C -1.35605 -0.89914 0.33280 -0.07 -0.07 0.03 -0.588
C -0.85394 0.49581 -0.05556 -0.18 0.09 0.00 -0.481
C 0.57547 0.51051 -0.32311 0.13 -0.02 -0.42 0.077
C 1.73350 0.50298 -0.63323 -1.34 -0.06 -1.28 -0.148
C 3.13376 0.51314 -0.71698 -0.90 0.06 2.26 0.172
N 3.65520 0.55110 0.32519 2.41 0.00 -0.60 -0.136
H -0.87305 -1.24874 1.25078 -0.07 0.07 -0.15 0.214
H -1.14266 -1.62311 -0.46016 -0.05 0.13 0.13 0.213
H -2.43740 -0.87028 0.49766 0.16 -0.04 -0.02 0.213
H -1.07020 1.21715 0.73991 -0.02 -0.10 -0.07 0.233
H -1.36463 0.85058 -0.95730 -0.05 -0.06 0.13 0.231

---

2.
46
Properties=species:S:1:pos:R:3:forces:R:3:nbo_charge:R:1 method="wB97M-V/def2-TZVPD" lumo_energy_ev=0.385 relative_energy_ev=1.5944 total_energy_ha=-1051.61707 smiles="CC[C@H](C)[C@H](N)C(=O)N[C@@H](Cc1c[nH]c2ccccc12)C(=O)O" mol_weight_g_mol=317.4
C -1.94325 -1.88074 -1.97656 -0.11 0.51 0.68 -0.611
C -1.91988 -2.51269 -0.58528 -0.15 0.10 0.41 -0.387
C -2.47463 -1.67250 0.62908 0.22 -0.48 -1.00 -0.210
C -3.89344 -1.20219 0.34167 -0.67 -0.35 0.11 -0.627
C -1.53179 -0.59722 1.19119 -0.02 0.92 -0.86 -0.126
N -2.01158 -0.14681 2.51860 0.75 0.50 -0.61 -0.820
C -1.32683 0.68255 0.30610 -0.67 -1.00 1.01 0.707
O -1.87454 0.86430 -0.76924 0.16 -0.08 0.07 -0.643
N -0.56931 1.63586 0.91580 1.52 0.07 0.27 -0.640
C 0.07089 2.76683 0.20953 -0.72 0.51 -0.06 -0.142
C 1.05337 2.34507 -0.88673 0.32 0.27 0.51 -0.442
C 2.23749 1.62008 -0.29876 0.33 -0.85 -0.74 -0.133
C 3.32429 2.10733 0.36212 -0.20 1.02 0.81 -0.011
N 4.16263 1.11452 0.79477 0.00 -0.35 -0.24 -0.529
C 3.68574 -0.08068 0.32256 -0.89 0.64 -0.36 0.121
C 4.21002 -1.33817 0.44980 -0.40 -1.15 0.03 -0.250
C 3.50997 -2.36929 -0.16978 0.05 -0.58 0.48 -0.206
C 2.31180 -2.17714 -0.87803 0.55 1.11 -0.69 -0.247
C 1.83159 -0.87661 -1.06953 -0.10 0.00 0.60 -0.219
C 2.47285 0.18110 -0.38554 0.33 -0.03 -0.17 -0.028
C -0.90449 3.82802 -0.40991 1.63 -0.41 1.34 0.788
O -0.49609 4.94011 -0.57297 0.12 0.57 -0.41 -0.594
O -2.10184 3.43137 -0.68740 -1.31 0.11 0.06 -0.643
H -1.29061 -1.01841 -2.01411 0.12 0.12 -0.21 0.208
H -2.94726 -1.52044 -2.19435 -0.04 0.02 -0.11 0.210
H -1.66041 -2.57665 -2.75032 0.15 -0.37 -0.16 0.206
H -0.92782 -2.87592 -0.31828 0.29 0.10 -0.09 0.197
H -2.52547 -3.41998 -0.66438 -0.15 0.03 0.32 0.201
H -2.50242 -2.40013 1.45080 -0.19 -0.02 -0.04 0.198
H -4.51025 -2.04688 -0.06067 0.49 0.63 0.41 0.208
H -3.94792 -0.38642 -0.37810 0.19 -0.09 -0.03 0.228
H -4.34872 -0.83982 1.26504 -0.14 -0.05 -0.07 0.220
H -0.52881 -1.02640 1.17066 0.34 -0.32 0.44 0.188
H -1.32184 0.47090 2.95649 -0.47 -0.27 -0.13 0.357
H -2.11452 -0.93904 3.11999 -0.07 -0.53 0.36 0.361
H 0.10525 1.29309 1.61805 -0.89 0.03 -0.44 0.403
H 0.61753 3.31416 0.99753 -0.22 -0.18 -0.46 0.229
H 1.31791 3.29464 -1.35336 0.37 -0.14 -0.17 0.249
H 0.53965 1.74384 -1.63902 0.06 -0.06 0.08 0.233
H 3.55757 3.10937 0.69993 -0.20 0.07 -0.33 0.212
H 5.06237 1.24348 1.23149 -0.26 0.06 -0.09 0.416
H 5.04861 -1.52527 1.10759 0.22 -0.10 -0.28 0.216
H 3.87735 -3.39200 -0.07350 -0.01 0.27 0.02 0.212
H 1.87881 -3.00807 -1.42296 -0.11 0.04 0.18 0.218
H 0.97326 -0.66608 -1.72011 0.27 -0.19 0.38 0.218
H -2.17520 2.50889 -0.37990 -0.46 -0.11 -0.81 0.505